# 1
This record from OMol25 describes a molecular structure, C40H37N3O6PRb. The level of theory is the ωB97M-V functional and the def2-TZVPD basis.

Summary:
- E_LUMO (eV) = 4.04
- HOMO-LUMO gap (hartree) = 0.17986
- energy above the lowest of the compared OMol25 structures with the same formula, charge and spin (kcal per mole) = 0.8
- HOMO energy (eV) = -0.86

Geometry as ORCA input:
```
! RIJCOSX wB97M-V def2-TZVPD def2/J DEFGRID3
* xyz -2 1
Rb -0.626 -1.094 -0.758
C -3.543 1.684 -3.795
C -3.158 1.191 -2.401
O -2.006 0.678 -2.321
C -4.095 1.359 -1.388
C -4.049 0.933 -0.006
C -5.239 1.348 0.840
N -3.079 0.249 0.517
N -3.273 -0.012 1.883
C -2.230 -0.572 2.454
O -1.100 -0.885 1.983
C -2.450 -0.860 3.932
C -1.388 -1.361 4.678
C -1.538 -1.642 6.032
C -2.756 -1.428 6.659
C -3.825 -0.928 5.920
C -3.672 -0.647 4.571
H -3.522 0.831 -4.480
H -2.784 2.390 -4.140
H -4.525 2.160 -3.842
H -5.015 1.856 -1.676
H -5.965 1.900 0.241
H -4.913 1.969 1.677
H -5.716 0.472 1.284
H -0.449 -1.520 4.162
H -0.698 -2.032 6.597
H -2.877 -1.650 7.714
H -4.783 -0.759 6.400
H -4.488 -0.256 3.977
O 3.521 -1.585 -1.729
N 3.156 -0.283 -1.724
C 3.993 0.451 -2.341
C 3.869 1.906 -2.490
C 5.068 2.584 -2.755
C 5.117 3.955 -2.894
C 3.945 4.691 -2.772
C 2.753 4.034 -2.532
C 2.674 2.642 -2.400
P 1.023 1.834 -2.128
C 0.002 3.081 -3.026
C 0.116 3.069 -4.417
C -0.593 3.964 -5.203
C -1.455 4.877 -4.609
C -1.601 4.876 -3.230
C -0.877 3.988 -2.444
C 0.767 2.296 -0.368
C -0.502 2.093 0.179
C -0.737 2.323 1.527
C 0.294 2.756 2.347
C 1.562 2.949 1.814
C 1.802 2.719 0.467
H 2.737 -2.124 -1.328
H 4.886 -0.012 -2.767
H 5.981 2.005 -2.841
H 6.062 4.449 -3.092
H 3.957 5.771 -2.865
H 1.844 4.617 -2.447
H 0.774 2.345 -4.887
H -0.485 3.937 -6.281
H -2.026 5.567 -5.219
H -2.293 5.562 -2.756
H -1.008 3.997 -1.370
H -1.310 1.718 -0.440
H -1.721 2.109 1.927
H 0.117 2.910 3.405
H 2.379 3.264 2.454
H 2.802 2.860 0.079
C 4.975 -7.100 1.796
O 4.675 -6.069 0.891
C 3.353 -5.673 0.806
C 2.318 -6.342 1.461
C 1.031 -5.835 1.301
C 0.743 -4.737 0.511
C -0.681 -4.302 0.361
C -1.475 -4.107 1.629
O -1.188 -4.056 -0.720
C 1.811 -4.032 -0.154
O 1.604 -2.967 -0.833
C 3.116 -4.558 0.030
H 6.058 -7.213 1.786
H 4.517 -8.051 1.502
H 4.649 -6.856 2.812
H 2.486 -7.217 2.071
H 0.216 -6.343 1.806
H -1.210 -4.823 2.406
H -2.543 -4.131 1.417
H -1.231 -3.105 2.008
H 3.946 -4.048 -0.443
*
```



# 2
This record from OMol25 describes a molecular structure, C16H43ClCrO6Si2 in a non-equilibrium geometry. The level of theory is the ωB97M-V functional and the def2-TZVPD basis.

Summary:
- E_LUMO (spin up / spin down) (eV) = -3.76 / -2.95
- HOMO-LUMO gap (spin up / spin down) (hartree) = 0.25180 / 0.30761
- HOMO energy (spin up / spin down) (eV) = -10.61 / -11.32

Geometry as ORCA input:
```
! RIJCOSX wB97M-V def2-TZVPD def2/J DEFGRID3
* xyz 1 4
O 0.281 1.531 -0.415
O 1.956 0.404 -1.660
C -0.444 2.248 -1.474
C -1.451 3.239 -0.843
H -0.965 1.489 -2.077
H 0.292 2.758 -2.083
H -2.172 2.713 -0.227
H -1.948 3.704 -1.654
H -0.937 3.998 -0.256
C 1.269 2.353 0.335
C 2.174 3.286 -0.511
H 1.877 1.634 0.902
H 0.664 2.931 1.004
H 2.702 2.759 -1.310
H 2.893 3.690 0.160
H 1.594 4.109 -0.922
C 2.899 -0.453 -0.892
C 1.799 0.286 -3.128
C 4.222 0.315 -0.680
H 3.013 -1.386 -1.445
H 2.399 -0.633 0.070
H 4.673 0.571 -1.634
H 4.864 -0.346 -0.140
H 4.045 1.208 -0.096
C 3.046 0.880 -3.820
H 0.900 0.866 -3.365
H 1.639 -0.770 -3.358
H 3.257 1.877 -3.443
H 2.817 0.927 -4.857
H 3.893 0.222 -3.660
H 1.046 0.671 -1.098
Cr -1.795 -1.295 1.422
C -1.307 -1.494 -0.669
Si -1.620 -2.734 -2.031
H -2.004 -0.616 -0.584
H -0.329 -1.429 -0.137
C -1.928 -1.803 -3.647
C -3.130 -3.839 -1.871
C -0.151 -3.898 -2.228
C -1.601 0.531 2.360
Si -0.378 0.593 3.791
H -2.536 0.102 2.803
H -1.877 1.529 2.048
C 0.250 2.345 4.078
C 1.088 -0.545 3.474
C -1.261 0.077 5.376
H 0.801 -3.360 -2.165
H -0.202 -4.401 -3.198
H -0.168 -4.665 -1.444
H -2.638 -0.986 -3.474
H -2.361 -2.491 -4.383
H -1.002 -1.387 -4.053
H -4.005 -3.297 -1.501
H -2.923 -4.681 -1.199
H -3.371 -4.248 -2.859
H 1.995 0.048 3.297
H 0.902 -1.176 2.600
H 1.256 -1.189 4.346
H -0.562 0.134 6.222
H -1.643 -0.943 5.296
H -2.100 0.753 5.576
H 0.677 2.419 5.084
H -0.576 3.061 3.998
H 1.024 2.613 3.351
O -4.289 -3.573 2.433
Cl -3.855 -2.186 2.615
O -4.679 -1.459 3.572
O -2.248 -2.158 3.034
O -3.751 -1.429 1.246
*
```



# 3
This record from OMol25 describes a gas-phase ion, C2H6NO (charge +1) in a non-equilibrium geometry. The level of theory is the ωB97M-V functional and the def2-TZVPD basis.

Summary:
- SMILES = O[C@H]1C[NH2+]1
- E_LUMO (eV) = -3.50
- HOMO-LUMO gap (hartree) = 0.47506
- energy above the lowest of the compared OMol25 structures with the same formula, charge and spin (kcal per mole) = 27.5
- HOMO energy (eV) = -16.42

Geometry as ORCA input:
```
! RIJCOSX wB97M-V def2-TZVPD def2/J DEFGRID3
* xyz 1 1
O -1.610 -0.084 0.353
C -0.526 0.070 -0.366
C 0.663 0.683 0.186
N 0.649 -0.783 0.110
H -2.223 0.432 -0.208
H -0.629 0.046 -1.511
H 1.300 1.199 -0.462
H 0.643 1.051 1.241
H 1.214 -1.439 -0.396
H 0.519 -1.176 1.053
*
```



# 4
This record from OMol25 describes 12 unconnected molecules or ions with the total composition C44H88Br2O20 in a non-equilibrium geometry. The level of theory is the ωB97M-V functional and the def2-TZVPD basis.

Summary:
- SMILES = CCOC(C)=O.CCOC(C)=O.CCOC(C)=O.CCOC(C)=O.CCOC(C)=O.CCOC(C)=O.CCOC(C)=O.CCOC(C)=O.CCOC(C)=O.CC(C)=O.CC(C)=O.BrCCBr
- E_LUMO (eV) = 0.09
- HOMO-LUMO gap (hartree) = 0.35859
- HOMO energy (eV) = -9.67

Geometry as ORCA input:
```
! RIJCOSX wB97M-V def2-TZVPD def2/J DEFGRID3
* xyz 0 1
C -1.857 2.568 -8.616
C -0.920 3.767 -8.690
O -1.519 4.688 -9.612
C -0.832 5.890 -9.729
C -1.557 6.795 -10.715
O 0.231 6.197 -9.163
H -2.819 2.892 -8.220
H -1.515 1.763 -7.965
H -2.005 2.200 -9.631
H -0.786 4.162 -7.683
H 0.080 3.461 -8.999
H -0.934 7.087 -11.560
H -2.142 7.539 -10.173
H -2.320 6.218 -11.238
C 6.865 -8.567 1.243
C 6.892 -9.244 2.694
O 6.281 -10.508 2.552
C 6.392 -11.364 3.576
C 5.452 -12.518 3.320
O 7.073 -11.217 4.611
H 7.414 -7.633 1.363
H 5.851 -8.271 0.975
H 7.260 -9.254 0.495
H 7.942 -9.290 2.980
H 6.317 -8.641 3.396
H 4.551 -12.177 2.810
H 5.116 -13.036 4.217
H 6.023 -13.228 2.722
C 0.780 2.761 7.831
C 2.153 3.484 7.515
O 2.170 4.844 7.908
C 2.593 5.218 9.097
C 2.381 6.663 9.374
O 3.341 4.578 9.892
H 0.759 1.808 7.303
H 0.014 3.418 7.419
H 0.718 2.731 8.919
H 2.994 2.885 7.865
H 2.306 3.511 6.436
H 1.478 7.054 8.907
H 3.202 7.196 8.894
H 2.436 6.918 10.433
C -7.169 0.804 1.497
C -8.217 1.677 0.807
O -9.417 0.855 0.826
C -10.297 0.921 1.841
C -11.483 -0.013 1.661
O -10.163 1.600 2.881
H -6.857 -0.119 1.008
H -7.459 0.439 2.482
H -6.261 1.386 1.654
H -8.400 2.518 1.476
H -7.875 2.029 -0.166
H -12.404 0.539 1.472
H -11.671 -0.512 2.612
H -11.323 -0.630 0.778
C 7.937 3.478 0.972
C 8.767 2.449 0.179
O 10.151 2.524 0.438
C 10.993 3.452 -0.165
C 12.399 3.135 0.139
O 10.677 4.357 -0.954
H 7.865 3.130 2.002
H 6.983 3.739 0.514
H 8.507 4.403 1.053
H 8.433 1.454 0.473
H 8.639 2.621 -0.889
H 12.738 2.141 -0.152
H 12.513 3.134 1.223
H 12.986 3.942 -0.299
C 0.800 -4.663 -11.377
C 1.959 -5.487 -10.787
O 2.601 -4.936 -9.628
C 3.661 -5.651 -9.199
C 4.222 -5.270 -7.861
O 4.352 -6.477 -9.862
H 0.498 -5.009 -12.365
H 1.177 -3.654 -11.547
H -0.127 -4.685 -10.804
H 1.610 -6.502 -10.596
H 2.697 -5.565 -11.585
H 3.939 -6.055 -7.160
H 3.778 -4.321 -7.559
H 5.300 -5.119 -7.911
C -5.989 -6.106 3.652
C -4.985 -5.509 4.593
O -3.779 -6.316 4.561
C -2.866 -6.273 3.599
C -1.712 -7.280 3.730
O -2.869 -5.505 2.663
H -6.977 -5.666 3.790
H -6.058 -7.172 3.867
H -5.837 -6.124 2.572
H -4.727 -4.453 4.513
H -5.441 -5.533 5.583
H -1.194 -7.581 2.819
H -1.948 -8.221 4.227
H -1.065 -6.810 4.471
C -3.001 8.323 -2.489
C -4.379 7.673 -2.811
O -5.192 8.065 -1.712
C -5.794 9.258 -1.633
C -6.469 9.513 -0.289
O -5.950 9.947 -2.645
H -2.200 7.947 -3.124
H -2.585 8.025 -1.527
H -3.036 9.407 -2.606
H -4.879 7.955 -3.737
H -4.304 6.585 -2.825
H -6.447 8.672 0.403
H -7.529 9.739 -0.413
H -6.071 10.354 0.278
C -7.061 -2.685 -4.740
C -6.745 -4.105 -4.366
O -5.310 -4.223 -4.309
C -4.653 -4.933 -5.262
C -3.152 -5.029 -4.964
O -5.165 -5.441 -6.269
H -6.543 -2.027 -4.042
H -8.142 -2.551 -4.713
H -6.701 -2.499 -5.752
H -7.119 -4.312 -3.363
H -7.116 -4.863 -5.055
H -3.005 -5.020 -3.884
H -2.613 -4.205 -5.430
H -2.725 -5.884 -5.487
C -1.500 7.631 4.145
C -0.672 8.807 3.711
C 0.841 8.624 3.544
O -1.246 9.812 3.380
H -1.218 6.718 3.621
H -2.537 7.959 4.070
H -1.375 7.408 5.204
H 1.275 8.987 2.612
H 1.091 7.565 3.597
H 1.235 9.125 4.429
C 2.166 -1.227 0.671
C 1.233 -0.173 0.119
C 0.544 -0.539 -1.151
O 1.039 0.855 0.741
H 2.926 -1.347 -0.102
H 1.626 -2.136 0.937
H 2.571 -0.851 1.610
H -0.194 -1.216 -0.720
H 1.165 -1.073 -1.869
H -0.051 0.268 -1.579
Br 5.276 -2.596 9.188
C 5.201 -2.448 11.130
C 6.161 -1.437 11.672
Br 6.259 -1.512 13.677
H 5.409 -3.423 11.571
H 4.173 -2.253 11.438
H 5.863 -0.442 11.342
H 7.154 -1.630 11.265
*
```



# 5
This record from OMol25 describes 3 unconnected molecules or ions with the total composition C10H25BNO5P in a non-equilibrium geometry. The level of theory is the ωB97M-V functional and the def2-TZVPD basis.

Summary:
- SMILES = CCB(O)PN(C(C)=O)C(C)=O.CCO.CCO
- E_LUMO (eV) = -0.11
- HOMO-LUMO gap (hartree) = 0.34193
- HOMO energy (eV) = -9.41

Geometry as ORCA input:
```
! RIJCOSX wB97M-V def2-TZVPD def2/J DEFGRID3
* xyz 0 1
C -0.946 2.491 -0.108
C -0.119 1.303 -0.885
B 1.381 0.988 -0.207
O 2.336 0.259 -1.067
P 1.685 1.578 1.592
N 3.426 1.862 1.931
C 3.916 3.174 1.361
C 3.164 4.104 0.241
O 5.099 3.643 1.843
C 3.475 2.002 3.467
C 2.260 2.762 4.327
O 4.484 1.520 4.223
H -2.027 2.661 -0.543
H -0.285 3.478 -0.215
H -1.094 2.170 1.023
H -0.701 0.264 -0.810
H 0.050 1.627 -2.021
H 3.069 0.855 -1.413
H 1.071 2.895 1.794
H 2.960 3.532 -0.786
H 2.136 4.496 0.686
H 3.806 5.065 -0.020
H 1.336 2.019 4.439
H 1.905 3.761 3.791
H 2.588 3.029 5.430
C -0.061 -4.300 -0.548
C 0.046 -2.799 -0.723
O -1.035 -2.324 -1.511
H -0.053 -4.802 -1.520
H 0.768 -4.682 0.054
H -1.004 -4.566 -0.059
H 0.979 -2.538 -1.231
H 0.026 -2.288 0.245
H -1.859 -2.553 -1.047
C -4.399 -3.344 -3.244
C -5.300 -3.655 -2.067
O -4.557 -3.599 -0.859
H -3.569 -4.056 -3.292
H -4.957 -3.386 -4.184
H -3.958 -2.347 -3.141
H -5.722 -4.659 -2.163
H -6.126 -2.938 -2.005
H -4.193 -2.701 -0.779
*
```



# 6
This record from OMol25 describes a molecular structure, H37O18 in a non-equilibrium geometry. The level of theory is the ωB97M-V functional and the def2-TZVPD basis.

Summary:
- E_LUMO (eV) = -2.67
- HOMO-LUMO gap (hartree) = 0.39249
- energy above the lowest of the compared OMol25 structures with the same formula, charge and spin (kcal per mole) = 116.2
- HOMO energy (eV) = -13.35

Geometry as ORCA input:
```
! RIJCOSX wB97M-V def2-TZVPD def2/J DEFGRID3
* xyz 1 1
O -2.034 -0.293 0.728
H -0.894 0.083 3.934
H -2.681 -1.019 0.580
O -3.650 -2.526 1.426
H 3.894 -4.966 -1.213
O -1.392 1.031 -3.257
H -2.031 0.922 -3.955
H -3.555 1.692 1.164
O 0.279 3.395 2.173
H -4.568 -2.659 1.671
H 1.102 3.677 2.587
O 3.601 -2.538 2.238
H 2.837 -2.806 1.730
H -2.899 4.733 -1.779
O 3.880 -4.493 -0.377
H 4.583 -3.840 -0.421
H -2.355 3.419 1.326
O -0.746 2.220 -1.127
H 0.841 -2.544 -3.602
H 0.902 3.275 0.001
O 3.373 0.220 2.055
H 3.870 -0.596 2.202
H 4.081 0.800 1.745
O 1.893 0.791 -0.574
H 2.217 1.679 -0.738
H -3.858 0.904 2.735
O -2.955 2.758 0.938
H -0.636 2.597 -2.005
H 0.374 2.433 2.203
O 4.974 -0.712 -2.447
H 5.769 -0.426 -2.915
H 5.003 -0.120 -1.687
O -0.801 -3.947 -1.001
H -0.098 -3.398 -1.357
H -0.760 -4.841 -1.346
O -0.663 -0.705 3.427
H 2.268 0.373 0.210
H -1.318 -0.683 2.716
O -2.296 4.127 -1.327
H -2.353 2.737 0.109
H -1.555 4.583 -1.752
O -2.747 -1.982 -1.461
H -3.404 -2.514 -1.903
H -1.847 -2.297 -1.342
O -3.950 0.761 1.782
H -1.141 -0.610 0.554
H 4.413 -2.848 1.841
O 1.642 3.889 -0.001
H -1.540 0.616 -2.411
H 1.159 4.717 -0.111
O 1.462 -2.124 -3.000
H -3.027 -2.909 2.048
H 1.592 -1.212 -3.274
H 0.047 1.720 -0.901
H -2.961 0.367 1.647
*
```